{"formula": "C14H17Br27NO3", "method": "ωB97M-V with the def2-TZVPD basis set", "max_force_ev_per_a": 2.52, "gap_ev": 6.40, "charge": -1, "e_tot_ha": -70322.4894, "homo_ev": -5.36, "molar_mass_g_mol": 2404.702, "elements": ["C", "N", "C", "C", "O", "C", "C", "O", "O", "H", "H", "H", "H", "H", "H", "H", "H", "C", "Br", "Br", "Br", "H", "C", "Br", "Br", "Br", "H", "C", "Br", "Br", "Br", "H", "C", "Br", "Br", "Br", "H", "C", "Br", "Br", "Br", "H", "C", "Br", "Br", "Br", "H", "C", "Br", "Br", "Br", "H", "C", "Br", "Br", "Br", "H", "C", "Br", "Br", "Br", "H"], "positions_angstrom": [[-5.2754, 0.9548, -3.0450], [-4.1149, 0.5981, -2.2127], [-4.4610, 0.4920, -0.7950], [-3.1098, 1.5980, -2.4380], [-3.1006, 2.6813, -1.9080], [-2.0288, 1.2176, -3.3980], [-0.9063, 0.4264, -2.6851], [-0.5895, 0.7829, -1.5154], [-0.4206, -0.4787, -3.3158], [-5.9118, 0.0862, -3.1492], [-5.8103, 1.8054, -2.6190], [-4.8995, 1.2492, -4.0179], [-5.5376, 0.4730, -0.6733], [-4.0727, -0.4492, -0.4289], [-4.0076, 1.2678, -0.1852], [-2.4708, 0.5741, -4.1494], [-1.6645, 2.1307, -3.8516], [-1.8524, 0.2663, 2.2089], [-2.4586, 2.0487, 2.6159], [-0.5409, -0.3539, 3.4771], [-3.3126, -0.9833, 2.0873], [-1.3745, 0.3071, 1.2349], [-8.2912, -2.2546, -1.4805], [-7.8075, -2.4732, -3.3312], [-6.8450, -2.7399, -0.3087], [-8.9295, -0.4733, -1.1177], [-9.1065, -2.9335, -1.2818], [3.2871, -0.0544, 2.9979], [2.9100, -1.8435, 3.5916], [2.9033, 1.2460, 4.3663], [5.0885, 0.1110, 2.3470], [2.6274, 0.1535, 2.1660], [-0.5484, 5.0973, -0.1417], [-0.3140, 3.2904, -0.7487], [-2.2405, 5.8365, -0.6981], [-0.3151, 5.2444, 1.7729], [0.2223, 5.7010, -0.5970], [4.7645, -5.8544, 4.6153], [4.2902, -7.0291, 3.1658], [5.8296, -4.3688, 4.0088], [3.2092, -5.2693, 5.5933], [5.3738, -6.4234, 5.3009], [-3.0430, -5.0274, 3.6557], [-4.3739, -4.1403, 2.5864], [-3.3807, -6.9217, 3.7863], [-1.2661, -4.6579, 3.0187], [-3.1160, -4.6217, 4.6535], [2.3970, 1.5393, -5.2107], [4.1298, 2.3934, -5.2938], [1.2031, 2.4466, -4.0205], [1.6311, 1.3260, -6.9676], [2.5485, 0.5478, -4.8079], [5.5005, 3.4026, -1.1495], [6.4662, 1.7333, -1.1964], [6.2951, 4.7040, -2.3327], [3.6280, 3.1615, -1.5061], [5.5880, 3.7918, -0.1463], [9.4346, -0.1785, 2.6834], [8.5188, -1.8228, 3.0857], [10.6062, 0.3526, 4.1175], [10.3643, -0.2758, 1.0007], [8.6813, 0.5901, 2.5868]], "atomic_forces_ev_per_a": [[0.7626, -0.1027, 0.2322], [-0.1556, 0.4663, 0.1919], [0.2009, -0.5741, -0.1925], [0.8663, 0.4309, -0.3897], [-0.6318, -0.0162, 0.4584], [-1.1165, -0.0293, 0.0010], [-0.3253, 0.8241, 1.2566], [-0.2433, 0.3847, 0.3039], [0.9866, -1.7609, -1.5138], [-0.3152, -0.0955, -0.0342], [-0.2493, 0.0756, 0.0198], [-0.1010, -0.0263, -0.3625], [-0.2657, 0.1633, 0.1863], [-0.0346, -0.2280, 0.0281], [-0.1565, 0.3622, -0.0390], [0.1809, -0.1853, -0.2872], [0.3062, 0.1088, -0.0596], [-0.0523, 0.1641, -0.2337], [0.0338, -0.1349, -0.0018], [0.0050, 0.0345, -0.0344], [0.2519, 0.1190, 0.3289], [-0.0003, 0.0020, -0.0494], [0.0396, 0.0214, 0.0141], [-0.0076, 0.0146, 0.0611], [0.0028, 0.0233, -0.0549], [0.0461, -0.0455, -0.0263], [-0.0221, -0.0028, 0.0034], [-0.1717, 0.0696, -0.0137], [0.0513, 0.0092, 0.0523], [0.0667, -0.0512, -0.0315], [0.0368, -0.0120, -0.0256], [-0.0219, 0.0084, -0.0044], [0.3172, -0.1189, -0.1751], [-0.1775, 0.0034, 0.1551], [0.0002, 0.0041, 0.0434], [0.0111, 0.0828, 0.0569], [-0.0206, 0.1554, 0.0723], [0.0191, 0.0213, -0.0150], [-0.0010, 0.0615, 0.0413], [-0.0686, -0.0589, 0.0230], [0.0620, 0.0132, -0.0884], [0.0014, -0.0151, 0.0172], [0.1089, 0.0950, -0.0577], [-0.1668, -0.3585, 0.0389], [0.0055, 0.0507, -0.0129], [-0.0813, -0.0119, 0.0149], [-0.0165, -0.0005, 0.0202], [-0.1066, -0.0273, 0.1319], [-0.0308, -0.0221, -0.0390], [0.1557, 0.1517, -0.1343], [0.0452, 0.0243, 0.0165], [-0.0216, -0.0252, -0.0124], [-0.1950, -0.0041, 0.0308], [-0.0054, 0.0261, -0.0129], [-0.0083, -0.0352, 0.0079], [0.1579, -0.0251, 0.0876], [0.0707, 0.0060, 0.0134], [-0.0412, -0.0099, -0.0167], [0.0846, 0.0170, -0.0088], [-0.0276, -0.0304, -0.0534], [-0.0265, -0.0037, 0.0663], [-0.0108, 0.0166, 0.0054]], "lowdin_charge": [-0.07, -0.15, -0.11, -0.47, 0.02, -0.06, -0.82, -0.22, -0.01, 0.05, 0.09, 0.08, 0.06, 0.01, 0.06, 0.11, 0.08, -1.58, 0.57, 0.55, 0.58, -0.03, -1.64, 0.58, 0.57, 0.57, -0.04, -1.63, 0.53, 0.56, 0.55, -0.03, -1.60, 0.70, 0.57, 0.51, -0.04, -1.64, 0.57, 0.54, 0.56, -0.03, -1.63, 0.52, 0.56, 0.58, -0.03, -1.60, 0.53, 0.65, 0.56, -0.02, -1.63, 0.54, 0.55, 0.56, -0.03, -1.65, 0.54, 0.57, 0.57, -0.04]}


{"formula": "C19H34O3", "method": "ωB97M-V with the def2-TZVPD basis set", "max_force_ev_per_a": 19.39, "gap_ev": 8.05, "charge": 0, "e_above_lowest_kcal_mol": 420.4, "e_tot_ha": -969.4066, "homo_ev": -8.04, "molar_mass_g_mol": 310.478, "elements": ["C", "O", "C", "C", "H", "H", "H", "C", "H", "H", "H", "C", "C", "H", "C", "H", "H", "C", "C", "H", "H", "H", "H", "C", "C", "C", "C", "C", "C", "O", "O", "C", "C", "H", "H", "H", "C", "H", "H", "H", "H", "H", "C", "H", "H", "H", "H", "H", "H", "H", "H", "H", "H", "H", "H", "H"], "positions_angstrom": [[1.8010, 1.3885, -1.7467], [3.0302, 0.8358, -1.1968], [3.7501, 1.7633, -0.3043], [4.2708, 2.8455, -1.0281], [3.4728, 3.3823, -1.5115], [4.8089, 3.3371, -0.2713], [4.7130, 2.4097, -1.6846], [2.6858, 2.2046, 0.7466], [1.9955, 3.0048, 0.4326], [2.1376, 1.3355, 1.2689], [3.2784, 2.7808, 1.6785], [4.6362, 0.8893, 0.1540], [4.3969, -0.5925, 1.0186], [5.3298, -0.6715, 1.6161], [3.7199, -1.5972, 0.2486], [4.0665, -2.5552, 0.8786], [4.0399, -1.6616, -0.6232], [2.1647, -1.6933, 0.5657], [1.8648, -2.0167, 1.7992], [2.1055, -1.4243, 2.7659], [0.6286, -2.1555, 1.8400], [2.0207, -3.0323, 2.2049], [1.8133, -0.5211, 0.3635], [1.5821, -2.5159, -0.4279], [0.1570, -2.4113, -1.0013], [-0.5991, -1.5755, -0.4429], [-2.1099, -1.8037, -0.6281], [-2.7933, -0.3692, -0.2885], [-4.3537, -0.3713, -0.2435], [-5.0692, -1.1385, -0.7281], [-4.5827, 0.9908, 0.0828], [-6.0081, 1.2263, -0.0059], [-6.6484, 0.7192, 1.3687], [-7.7467, 0.8475, 1.3255], [-6.6546, -0.4728, 1.3377], [-6.1619, 1.2495, 2.2923], [-6.0060, 2.7788, -0.0870], [-5.5693, 3.2001, 1.2452], [-7.0849, 3.1460, 0.0554], [-5.6174, 3.2767, -0.6904], [-6.3505, 0.7510, -0.6254], [-2.4577, 0.3929, 0.4106], [-2.8447, -2.8802, -1.1912], [-2.3951, -3.1531, -2.1917], [-3.9272, -2.6555, -1.3609], [-2.3665, -3.7735, -0.6202], [-0.2145, -0.8012, 0.0558], [-0.0954, -3.6275, -1.1826], [2.0169, -3.4949, -0.5161], [1.9390, -2.1979, -1.5165], [3.7594, -0.0409, 1.9031], [5.3261, 0.4771, -0.6602], [5.5889, 1.5037, 0.7361], [1.3949, 0.4915, -2.3223], [2.1268, 2.1454, -2.3869], [1.0348, 1.8302, -0.9110]], "atomic_forces_ev_per_a": [[-0.7997, -2.2393, 1.9912], [-1.9331, 0.8151, -0.6332], [-9.4704, -0.0093, 0.0730], [-4.7622, 5.6490, 5.1253], [-0.1478, 0.8804, 0.2578], [1.1422, 1.6135, 0.0863], [6.4710, -4.2074, -8.0060], [1.4245, 1.0875, 3.8305], [0.2282, -0.6174, -0.1703], [0.7756, 1.3777, -1.0836], [-1.2960, -1.5773, -2.2864], [11.4618, -6.2702, 4.7018], [-0.5234, 8.4668, 2.9498], [-0.2708, -0.8469, -1.1732], [-2.9082, -3.6893, 10.7531], [-0.4050, 1.0917, -1.8508], [2.1855, -0.6025, -8.1270], [3.8782, 7.7378, -7.6015], [-6.2404, -3.0029, 11.4054], [-0.1662, -0.1824, -2.0826], [2.6701, 0.8604, 0.1797], [0.8784, -0.1578, -0.8700], [0.6497, -2.7838, 0.3556], [-0.3417, -0.3009, -7.8334], [4.0504, -8.6248, 2.3883], [-7.4798, -1.5696, -1.8509], [-0.2357, 11.0024, 2.7085], [-0.7793, -7.4107, -0.0549], [7.2740, 4.9410, -0.2225], [-3.7801, -2.2950, -0.7645], [-1.7519, -2.9564, -0.3247], [7.2170, 10.6992, 14.4648], [-0.0078, -1.1654, -0.6076], [0.4467, 0.6587, 0.2525], [0.8054, 2.4920, 0.5212], [-0.9604, -1.3644, -1.7899], [-8.5990, -6.7000, 14.7833], [-0.9348, -1.2404, -4.3024], [1.3425, -0.4860, -0.4981], [6.7810, 7.2084, -9.8234], [-6.6074, -8.5258, -12.4904], [1.0039, -0.2665, -0.4979], [1.4390, -2.5283, -1.5189], [-0.3958, 0.5021, 0.5406], [1.0991, -0.9017, 0.8966], [-1.9132, 0.7840, -0.4792], [0.7758, 3.1306, 1.9710], [-0.2221, 3.7602, -0.6462], [-0.3238, -0.9243, 0.6804], [0.8503, -0.0104, 1.7714], [0.7928, -2.0498, -1.7720], [-1.1724, 0.7477, 0.2949], [-2.7181, -1.5343, -0.8742], [0.0122, 1.5117, 0.7450], [-0.2441, 1.4106, -1.3220], [1.7355, -1.3870, -2.1706]], "lowdin_charge": [-0.07, -0.19, -0.73, -0.01, 0.11, 0.11, 0.01, -0.03, 0.07, 0.09, 0.15, -0.16, -0.14, 0.10, -0.16, 0.17, 0.03, -0.52, -0.15, 0.12, 0.16, 0.10, 0.17, -0.21, -0.11, -0.13, -0.16, 0.12, -0.49, 0.12, -0.06, -0.36, -0.04, 0.06, 0.11, 0.10, 0.03, 0.20, 0.09, -0.09, -0.01, 0.08, -0.09, 0.11, 0.09, 0.13, 0.06, 0.19, 0.12, 0.16, 0.14, 0.14, 0.19, 0.11, 0.04, 0.13]}


{"formula": "C3H3F3", "method": "ωB97M-V with the def2-TZVPD basis set", "max_force_ev_per_a": 1.75, "gap_ev": 12.14, "charge": 0, "e_above_lowest_kcal_mol": 43.2, "smiles": "FC(F)F.C#C", "e_tot_ha": -415.6232, "homo_ev": -11.13, "molar_mass_g_mol": 96.051, "elements": ["F", "C", "F", "F", "H", "C", "C", "H", "H"], "positions_angstrom": [[-2.2594, -1.4815, -0.1797], [-1.7139, -0.4090, 0.3528], [-1.0577, -0.8388, 1.4800], [-2.7519, 0.3837, 0.6137], [-1.0309, 0.2588, -0.1273], [2.1549, -0.0342, -0.2750], [2.0621, 1.0371, -0.7777], [2.5000, -0.9013, 0.1626], [2.0968, 1.9853, -1.2494]], "atomic_forces_ev_per_a": [[0.6906, -0.5057, -1.0696], [-0.1059, 0.1147, 1.7478], [-0.7983, 0.4827, -0.3650], [-0.5406, 0.4938, 1.1099], [0.8049, -0.5884, -1.4274], [0.2267, 0.4245, -0.1458], [0.0114, 0.8209, -0.4706], [0.0022, -1.4153, 0.6786], [-0.2910, 0.1729, -0.0579]], "lowdin_charge": [0.14, -0.48, 0.07, 0.10, 0.14, 0.00, 0.00, 0.00, 0.02]}